Entry from the OMol25 dataset: C5H12N2O as an isolated structure (the ωB97M-V functional and the def2-TZVPD basis).

Structure (XYZ):
```
20
Properties=species:S:1:pos:R:3
C 0.252 -0.650 2.091
H 0.075 0.207 -2.921
H -2.163 1.668 -0.422
H -0.773 -0.361 2.328
N 0.288 0.676 -0.069
H -0.509 -1.094 -0.145
C -0.661 0.159 -1.126
H 0.374 2.398 0.681
C 1.783 -1.191 0.107
N -0.217 -0.453 -2.200
O -0.232 1.655 0.820
H 2.010 -2.126 0.623
H 0.451 -1.660 2.457
H -2.780 0.395 -1.431
H 2.629 -0.518 0.288
C -1.906 1.023 -1.262
H -1.786 1.731 -2.086
C 0.515 -0.563 0.613
H 1.731 -1.319 -0.985
H 0.921 0.024 2.640
```

For the lowest unoccupied orbital energy, the calculation gives -0.17 eV. The calculation puts the energy above the lowest of the compared OMol25 structures with the same formula, charge and spin at 682.2 kJ/mol. The calculation puts the total energy at -382.242705 hartree. For the gap between HOMO and LUMO, the calculation gives 7.7 eV.

natural (NBO) charges, unit e, in atom order: atom 1 (C): -0.64, atom 2 (H): 0.41, atom 3 (H): 0.23, atom 4 (H): 0.23, atom 5 (N): -0.27, atom 6 (H): 0.15, atom 7 (C): 0.53, atom 8 (H): 0.48, atom 9 (C): -0.65, atom 10 (N): -0.91, atom 11 (O): -0.59, atom 12 (H): 0.21, atom 13 (H): 0.22, atom 14 (H): 0.24, atom 15 (H): 0.22, atom 16 (C): -0.71, atom 17 (H): 0.25, atom 18 (C): 0.11, atom 19 (H): 0.26, atom 20 (H): 0.23

=====

Entry from the OMol25 dataset: C21H14CoN9O11S as an isolated structure (the ωB97M-V functional and the def2-TZVPD basis).

Structure (XYZ):
```
57
Properties=species:S:1:pos:R:3
C 1.258 1.794 3.400
C 0.339 3.096 -0.075
O 3.742 -0.163 1.653
C 0.520 -1.932 -1.814
H 0.542 1.885 2.592
C -2.600 0.786 -0.139
C 1.417 3.277 -1.016
O 1.899 0.882 0.907
H 2.888 4.576 -1.830
Co 0.497 0.319 -0.267
H 4.319 0.492 3.973
O 2.529 2.687 7.823
N 1.782 2.272 -1.911
O 3.335 6.904 -1.216
C 2.498 -1.782 -0.628
H 3.846 1.456 6.249
C 0.979 2.322 4.653
H -3.847 2.094 -0.977
S -2.128 0.235 1.475
H -0.790 -1.798 2.545
H -3.749 2.186 0.719
O -2.023 3.549 1.467
O 2.302 7.638 0.518
O 0.538 3.196 7.191
H 2.548 -4.462 -2.691
H 0.056 2.846 4.853
C 2.113 4.471 -1.088
C 3.394 1.011 4.185
O 2.701 2.465 -2.746
N 2.530 6.777 -0.314
C -0.524 -0.513 1.152
N -1.020 4.197 1.717
N 1.284 -1.317 -0.900
O -0.913 4.900 2.708
C 0.930 -3.061 -2.478
C 0.801 5.402 0.710
C 3.137 1.537 5.439
H 0.564 6.212 1.380
H 3.082 -1.224 0.100
O -0.357 2.021 0.026
H 3.969 -3.282 -1.017
C -0.797 -1.294 -2.009
N -0.115 -1.492 1.839
N -2.177 0.398 -1.305
C 1.797 5.510 -0.219
C 0.079 4.218 0.748
C 1.928 2.178 5.645
C 2.978 -2.925 -1.261
H -1.566 -1.676 -2.673
C 2.459 1.138 3.164
N 1.641 2.729 6.992
C 2.191 -3.572 -2.189
O 1.114 1.129 -1.946
N -3.675 1.613 -0.108
H 0.280 -3.521 -3.210
N -0.995 -0.281 -1.278
C 2.746 0.546 1.794
```

For the lowest unoccupied orbital energy (spin up / spin down), the calculation gives 1.41 / 1.41 eV. The calculation puts the energy above the lowest of the compared OMol25 structures with the same formula, charge and spin at 15.2 kJ/mol. The calculation puts the total energy at -3909.827472 hartree. For the gap between HOMO and LUMO (spin up / spin down), the calculation gives 5.1 / 7.5 eV. Its charge is -1. Its spin multiplicity is 2.

natural (NBO) charges, unit e, in atom order: atom 1 (C): -0.12, atom 2 (C): 0.49, atom 3 (O): -0.68, atom 4 (C): 0.17, atom 5 (H): 0.22, atom 6 (C): 0.36, atom 7 (C): -0.02, atom 8 (O): -0.78, atom 9 (H): 0.28, atom 10 (Co): 1.05, atom 11 (H): 0.24, atom 12 (O): -0.40, atom 13 (N): 0.37, atom 14 (O): -0.39, atom 15 (C): 0.10, atom 16 (H): 0.24, atom 17 (C): -0.20, atom 18 (H): 0.40, atom 19 (S): 0.21, atom 20 (H): 0.32, atom 21 (H): 0.42, atom 22 (O): -0.42, atom 23 (O): -0.41, atom 24 (O): -0.38, atom 25 (H): 0.22, atom 26 (H): 0.25, atom 27 (C): -0.18, atom 28 (C): -0.17, atom 29 (O): -0.49, atom 30 (N): 0.54, atom 31 (C): 0.01, atom 32 (N): 0.54, atom 33 (N): -0.38, atom 34 (O): -0.40, atom 35 (C): -0.23, atom 36 (C): -0.17, atom 37 (C): -0.21, atom 38 (H): 0.27, atom 39 (H): 0.28, atom 40 (O): -0.71, atom 41 (H): 0.23, atom 42 (C): 0.08, atom 43 (N): -0.69, atom 44 (N): -0.40, atom 45 (C): -0.03, atom 46 (C): -0.10, atom 47 (C): 0.01, atom 48 (C): -0.24, atom 49 (H): 0.21, atom 50 (C): -0.13, atom 51 (N): 0.54, atom 52 (C): -0.15, atom 53 (O): -0.62, atom 54 (N): -0.79, atom 55 (H): 0.22, atom 56 (N): -0.15, atom 57 (C): 0.81

=====

Entry from the OMol25 dataset: one molecule with the formula C2H3N3O2 (the ωB97M-V functional and the def2-TZVPD basis).

Structure (XYZ):
```
10
Properties=species:S:1:pos:R:3
H 1.538 0.885 0.223
N -2.129 0.259 0.024
H 1.911 -0.791 -0.652
N -0.031 -0.123 -0.479
O -0.596 2.039 -0.092
N -1.941 -0.912 0.051
C -0.908 0.902 -0.085
O -0.587 -1.394 -0.152
C 1.408 -0.170 0.134
H 1.336 -0.696 1.028
```

For the lowest unoccupied orbital energy, the calculation gives -0.30 eV. The calculation puts the energy above the lowest of the compared OMol25 structures with the same formula, charge and spin at 467.8 kJ/mol. The calculation puts the total energy at -392.615367 hartree. For the gap between HOMO and LUMO, the calculation gives 10.1 eV.

natural (NBO) charges, unit e, in atom order: atom 1 (H): 0.23, atom 2 (N): -0.21, atom 3 (H): 0.23, atom 4 (N): -0.16, atom 5 (O): -0.53, atom 6 (N): 0.19, atom 7 (C): 0.67, atom 8 (O): -0.21, atom 9 (C): -0.41, atom 10 (H): 0.20